(1)
Density functional theory data (ωB97M-V/def2-TZVPD) for a molecular structure, C26H37F5N4OSi2SnTe at a distorted geometry.

Cartesian coordinates (Å):
Sn (-0.12, 0.19, 0.03)
C (-0.47, 1.20, 3.87)
Te (-1.25, -0.38, 2.68)
C (-0.33, -1.70, 4.08)
C (-0.04, -0.83, 5.28)
C (0.29, -1.43, 6.49)
C (0.58, -0.65, 7.59)
C (0.54, 0.74, 7.49)
C (0.21, 1.34, 6.29)
C (-0.09, 0.55, 5.18)
H (-1.23, 1.97, 3.98)
H (0.40, 1.66, 3.38)
H (0.57, -2.14, 3.64)
H (-1.04, -2.50, 4.27)
H (0.32, -2.51, 6.57)
H (0.83, -1.12, 8.53)
H (0.77, 1.35, 8.35)
H (0.17, 2.42, 6.21)
F (-2.83, -6.31, -1.78)
C (-2.35, -5.09, -1.58)
C (-1.72, -4.41, -2.60)
F (-1.57, -4.99, -3.78)
C (-1.23, -3.14, -2.39)
F (-0.61, -2.50, -3.38)
C (-1.36, -2.51, -1.16)
O (-0.90, -1.24, -1.01)
C (-1.97, -3.22, -0.14)
F (-2.07, -2.66, 1.09)
C (-2.48, -4.49, -0.33)
F (-3.07, -5.13, 0.67)
C (6.51, -1.38, -0.84)
C (6.38, -0.31, -1.91)
C (5.87, -0.90, -3.22)
C (5.54, 0.87, -1.41)
N (4.13, 0.51, -1.13)
C (3.14, 0.19, -1.97)
N (2.05, 0.01, -1.25)
N (2.42, 0.24, 0.03)
N (3.65, 0.55, 0.11)
H (7.18, -2.17, -1.17)
H (5.55, -1.84, -0.61)
H (6.92, -0.97, 0.09)
H (7.36, 0.13, -2.10)
H (4.94, -1.46, -3.08)
H (6.60, -1.60, -3.62)
H (5.71, -0.13, -3.99)
H (5.52, 1.69, -2.13)
H (5.93, 1.23, -0.46)
H (3.23, 0.08, -3.03)
C (-3.78, 0.17, -0.93)
Si (-2.67, 1.29, -1.92)
C (-2.02, 0.57, -3.50)
C (-3.60, 2.88, -2.25)
C (-1.29, 1.98, -0.78)
Si (0.04, 3.28, -1.26)
C (0.88, 2.73, -2.83)
C (1.19, 3.46, 0.20)
C (-0.85, 4.90, -1.47)
H (-4.54, -0.27, -1.57)
H (-4.30, 0.73, -0.15)
H (-3.24, -0.65, -0.46)
H (-2.82, 0.04, -4.02)
H (-1.22, -0.14, -3.33)
H (-1.65, 1.35, -4.17)
H (-4.54, 2.60, -2.72)
H (-3.06, 3.53, -2.94)
H (-3.83, 3.44, -1.35)
H (-1.69, 2.20, 0.22)
H (0.95, 1.65, -2.89)
H (1.89, 3.14, -2.89)
H (0.33, 3.08, -3.70)
H (1.62, 2.51, 0.55)
H (0.67, 3.92, 1.04)
H (2.04, 4.10, -0.06)
H (-1.43, 4.94, -2.39)
H (-0.10, 5.70, -1.52)
H (-1.51, 5.13, -0.63)

The value obtained for the energy above the lowest of the compared OMol25 structures with the same formula, charge and spin is 0.0000 eV. For the maximum force, the calculation gives 1.70 eV/Å. The LUMO energy comes out at -8.185 eV. As for the total charge: +2.

---

(2)
Density functional theory data (ωB97M-V/def2-TZVPD) for a molecular structure, C23H44GeN5O7P2Ti at a distorted geometry.

Cartesian coordinates (Å):
Ti (-1.83, -0.03, 0.24)
C (-0.93, 4.62, 1.89)
C (-1.16, 3.19, 1.52)
N (-1.76, 2.73, 0.51)
C (-2.18, 3.49, -0.64)
C (-2.33, 2.49, -1.77)
N (-1.34, 1.39, -1.62)
C (-1.27, 0.57, -2.85)
C (-2.50, -0.31, -2.91)
N (-2.58, -1.11, -1.67)
C (-2.38, -2.58, -1.89)
C (-1.11, -2.98, -2.53)
N (0.04, -0.97, 0.10)
C (0.03, -1.30, 1.36)
C (0.22, -2.67, 1.91)
C (-0.17, -0.16, 2.33)
C (-0.03, -0.22, 3.71)
C (-0.11, 0.97, 4.41)
C (-0.40, 2.16, 3.74)
C (-0.63, 2.10, 2.38)
N (-0.45, 0.97, 1.70)
H (-1.19, 5.29, 1.07)
H (0.10, 4.80, 2.18)
H (-1.56, 4.88, 2.75)
H (-1.45, 4.27, -0.89)
H (-3.14, 3.99, -0.46)
H (-2.19, 2.98, -2.74)
H (-3.32, 2.04, -1.74)
H (-0.42, 1.80, -1.46)
H (-0.39, -0.06, -2.78)
H (-1.19, 1.20, -3.74)
H (-2.47, -0.95, -3.79)
H (-3.41, 0.29, -2.99)
H (-3.54, -1.03, -1.34)
H (-3.22, -2.94, -2.50)
H (-2.46, -3.04, -0.91)
H (-0.97, -2.92, -3.61)
H (-0.38, -3.54, -1.97)
H (0.29, -3.40, 1.11)
H (-0.64, -2.89, 2.54)
H (1.12, -2.73, 2.53)
H (0.13, -1.16, 4.22)
H (0.02, 0.97, 5.49)
H (-0.49, 3.09, 4.28)
O (-4.49, -3.40, 1.29)
P (-3.68, -2.18, 1.92)
O (-3.21, -2.43, 3.29)
O (-2.66, -1.79, 0.84)
O (-4.82, -0.99, 1.83)
P (-4.22, 0.44, 1.41)
O (-5.32, 1.47, 1.87)
O (-2.89, 0.57, 2.10)
O (-3.99, 0.56, -0.08)
H (-4.74, -4.02, 1.98)
H (-5.75, 1.23, 2.70)
C (4.98, 1.61, 1.49)
C (3.81, 0.91, 2.17)
C (3.28, -0.29, 1.38)
C (2.73, 0.08, 0.00)
Ge (1.70, -1.37, -0.81)
C (1.74, -1.36, -2.76)
C (2.90, -2.24, -3.25)
C (4.28, -1.81, -2.73)
C (4.71, -0.44, -3.25)
H (5.36, 2.42, 2.11)
H (4.69, 2.05, 0.53)
H (5.80, 0.92, 1.31)
H (2.99, 1.62, 2.32)
H (4.12, 0.57, 3.16)
H (2.51, -0.78, 1.98)
H (4.08, -1.03, 1.25)
H (3.52, 0.41, -0.66)
H (2.02, 0.92, 0.10)
H (2.13, -2.74, -0.27)
H (1.86, -0.33, -3.11)
H (0.80, -1.74, -3.17)
H (2.92, -2.23, -4.34)
H (2.71, -3.27, -2.96)
H (5.01, -2.56, -3.03)
H (4.29, -1.81, -1.64)
H (4.76, -0.44, -4.34)
H (5.70, -0.18, -2.88)
H (4.03, 0.35, -2.95)

The value obtained for the energy above the lowest of the compared OMol25 structures with the same formula, charge and spin is 2.0373 eV. For the maximum force, the calculation gives 1.53 eV/Å. The LUMO energy (spin up / spin down) comes out at -3.269 / -3.617 eV. As for the total charge: +1. Its spin multiplicity is 3.

---

(3)
Density functional theory data (ωB97M-V/def2-TZVPD) for 2 unconnected molecules or ions with the total composition C5H7ClN2OS at a distorted geometry.

Cartesian coordinates (Å):
C (1.76, 0.37, 0.44)
C (0.58, 2.22, -0.52)
C (1.61, 1.71, 0.38)
C (-0.19, -0.08, -0.66)
C (-0.84, -2.87, -0.25)
N (0.84, -0.49, 0.00)
N (-0.23, 1.20, -1.09)
O (0.39, 3.37, -0.85)
S (-1.29, -1.27, -1.17)
Cl (-1.76, 0.42, 1.82)
H (2.58, 0.01, 1.01)
H (-2.89, 0.60, 2.45)
H (2.30, 2.33, 0.86)
H (-1.52, -3.48, -0.70)
H (-0.81, -2.58, 0.72)
H (0.21, -3.12, -0.64)
H (-0.74, 1.66, -1.82)

The value obtained for the energy above the lowest of the compared OMol25 structures with the same formula, charge and spin is 0.3954 eV. For the maximum force, the calculation gives 6.22 eV/Å. The LUMO energy comes out at 0.359 eV. As for the SMILES: CSc1nccc(=O)[nH]1.Cl. As for the total charge: 0.

---

(4)
Density functional theory data (ωB97M-V/def2-TZVPD) for a single C4H5NO2 molecule at a distorted geometry.

Cartesian coordinates (Å):
C (1.29, -0.83, -0.02)
C (-0.24, -0.47, -0.01)
C (-0.59, 0.87, 0.00)
C (-1.93, 0.76, -0.09)
H (2.85, 0.51, 0.21)
H (1.45, -1.86, -0.78)
H (1.60, -1.16, 1.02)
H (0.02, 1.85, 0.12)
H (-2.65, 1.58, 0.24)
N (-1.27, -1.32, -0.03)
O (1.79, 0.49, -0.36)
O (-2.34, -0.44, -0.29)

The value obtained for the energy above the lowest of the compared OMol25 structures with the same formula, charge and spin is 4.7123 eV. For the maximum force, the calculation gives 7.28 eV/Å. The LUMO energy comes out at 0.331 eV. As for the SMILES: OCc1ccon1. As for the total charge: 0.

---

(5)
Density functional theory data (ωB97M-V/def2-TZVPD) for a molecular structure, C33H40N3SiTa.

Cartesian coordinates (Å):
Ta (0.29, -0.25, 0.63)
C (2.24, 3.78, 1.57)
C (1.32, 2.71, 2.06)
C (-0.06, 2.90, 2.09)
C (-0.93, 1.89, 2.48)
C (-0.42, 0.67, 2.94)
C (0.96, 0.47, 2.94)
C (1.82, 1.46, 2.45)
H (2.37, 3.67, 0.49)
H (3.22, 3.71, 2.04)
H (1.83, 4.77, 1.76)
H (-0.47, 3.85, 1.78)
H (-2.00, 2.05, 2.47)
H (-1.09, -0.07, 3.36)
H (1.36, -0.42, 3.41)
H (2.89, 1.30, 2.45)
C (-0.30, -1.22, -3.71)
C (0.78, -2.04, -3.99)
C (1.66, -2.36, -2.98)
C (1.45, -1.86, -1.70)
N (0.41, -1.05, -1.44)
C (-0.44, -0.73, -2.43)
C (2.35, -2.11, -0.56)
C (3.34, -3.08, -0.63)
C (4.22, -3.25, 0.43)
C (4.11, -2.45, 1.55)
C (3.10, -1.50, 1.63)
C (2.17, -1.30, 0.60)
H (-1.01, -0.93, -4.47)
H (0.94, -2.42, -5.00)
H (2.52, -2.98, -3.18)
H (-1.25, -0.07, -2.18)
H (3.43, -3.70, -1.50)
H (4.99, -4.01, 0.38)
H (4.81, -2.56, 2.37)
H (3.07, -0.92, 2.54)
C (-3.07, 2.23, -0.50)
C (-3.15, 0.74, -0.38)
C (-4.27, 0.03, -0.80)
C (-4.31, -1.35, -0.67)
C (-3.23, -2.03, -0.11)
C (-2.18, -1.25, 0.32)
N (-2.11, 0.08, 0.16)
N (-1.00, -1.69, 0.94)
Si (-0.97, -3.26, 1.87)
C (0.36, -3.12, 3.18)
C (-0.54, -4.60, 0.66)
C (-2.62, -3.42, 2.72)
H (-3.80, 2.69, 0.18)
H (-3.32, 2.56, -1.51)
H (-2.08, 2.58, -0.24)
H (-5.12, 0.56, -1.21)
H (-5.18, -1.90, -1.01)
H (-3.22, -3.11, -0.02)
H (1.37, -3.27, 2.79)
H (0.17, -3.91, 3.92)
H (0.31, -2.18, 3.73)
H (0.42, -4.38, 0.19)
H (-1.29, -4.73, -0.13)
H (-0.45, -5.56, 1.18)
H (-3.00, -2.44, 3.05)
H (-2.48, -4.03, 3.62)
H (-3.40, -3.89, 2.12)
C (-0.59, 3.29, -3.39)
C (0.30, 3.62, -2.18)
C (-0.26, 4.84, -1.44)
C (1.73, 3.91, -2.65)
C (0.31, 2.45, -1.29)
C (0.36, 1.48, -0.56)
H (-0.64, 4.15, -4.05)
H (-1.60, 3.03, -3.08)
H (-0.17, 2.45, -3.96)
H (-0.16, 5.72, -2.07)
H (0.29, 5.03, -0.51)
H (-1.32, 4.72, -1.20)
H (1.71, 4.71, -3.39)
H (2.18, 3.03, -3.11)
H (2.37, 4.24, -1.83)

For the maximum force, the calculation gives 0.90 eV/Å. The LUMO energy comes out at -7.238 eV. As for the total charge: +2.

---

Number 1: energy -78021.7579 eV. Number 2: energy -144560.7178 eV. Number 3: energy -33683.3471 eV. Number 4: energy -9809.6025 eV. Number 5: energy -48757.8590 eV.